Record 1
{"formula": "C5H8S", "method": "wB97M-V/def2-TZVPD", "symbols": ["C", "C", "C", "S", "H", "H", "H", "H", "H", "H", "C", "C", "H", "H"], "positions_angstrom": [[0.200, -1.801, -0.019], [0.800, -0.776, -0.639], [2.011, -0.875, -1.429], [0.183, 0.876, -0.404], [0.552, -2.787, -0.332], [-0.675, -1.474, 0.660], [2.778, -0.439, -0.918], [2.321, -1.848, -1.635], [1.912, -0.377, -2.307], [-0.737, 0.441, 0.494], [-1.889, 2.660, 1.601], [-2.756, 1.840, 1.675], [-1.197, 3.539, 1.660], [-3.503, 1.020, 1.595]], "atomic_forces_ev_per_a": [[-0.8, 1.5, 0.0], [-1.4, -0.2, 1.4], [-0.9, -0.9, 0.5], [-0.2, -0.5, 0.4], [-0.5, 0.0, 0.8], [1.4, -1.6, -1.1], [2.2, 1.4, 1.5], [0.2, -1.8, -0.3], [-0.2, 1.6, -2.9], [0.3, 0.6, -0.4], [1.0, 2.0, 0.5], [-1.1, -1.5, -0.5], [-1.0, -1.6, -0.2], [1.1, 1.3, 0.3]], "nbo_charge": [-0.461, -0.101, -0.652, 0.003, 0.215, 0.202, 0.224, 0.218, 0.216, 0.135, -0.249, -0.258, 0.257, 0.251], "e_homo_ev": -8.4, "total_charge": 0, "multiplicity": 1}


Record 2
{"formula": "C5H8S", "method": "wB97M-V/def2-TZVPD", "symbols": ["C", "C", "C", "C", "C", "S", "H", "H", "H", "H", "H", "H", "H", "H"], "positions_angstrom": [[1.717, -2.509, 1.512], [1.531, -1.337, 1.186], [-0.583, 1.892, -0.225], [-0.831, -0.533, 0.046], [-0.556, 0.504, -0.667], [0.109, 0.140, -2.326], [1.607, -3.462, 1.791], [-0.979, 2.420, -1.063], [-1.076, 2.203, 0.752], [0.470, 2.455, -0.116], [-1.200, -0.190, 1.016], [-0.653, -1.531, -0.238], [-1.114, 0.301, -2.788], [1.558, -0.354, 1.120]], "atomic_forces_ev_per_a": [[-0.7, 5.8, -1.7], [1.0, -6.7, 1.7], [2.1, 2.6, 1.1], [-1.5, -3.0, 4.1], [2.8, 3.6, -3.9], [1.2, -0.3, 2.0], [0.0, -3.1, 0.8], [-0.9, 1.2, -0.6], [0.1, -1.0, -1.3], [-1.8, -1.6, -0.2], [-0.2, -1.2, 0.2], [-0.1, -0.9, 0.0], [-2.0, 0.7, -1.5], [0.0, 3.9, -0.6]], "nbo_charge": [-0.225, -0.212, -0.682, -0.465, -0.241, 0.325, 0.212, 0.217, 0.238, 0.227, 0.210, 0.224, -0.034, 0.206], "e_homo_ev": [-4.1, -9.1], "s2": 2.011, "total_charge": 0, "multiplicity": 3}


Record 3
{"formula": "C5H8S2", "method": "wB97M-V/def2-TZVPD", "symbols": ["C", "C", "C", "C", "C", "H", "H", "H", "H", "H", "H", "H", "H", "S", "S"], "positions_angstrom": [[0.552, 0.423, -0.855], [0.950, -0.887, -0.138], [-0.210, -1.012, 0.827], [-0.327, 0.381, 1.437], [-0.741, 0.832, -0.028], [-1.000, 0.926, -2.648], [1.312, 1.208, -0.838], [1.912, -0.810, 0.427], [1.073, -1.741, -0.837], [-0.124, -1.871, 1.477], [-1.153, 0.522, 2.136], [0.570, 0.873, 1.868], [-1.199, 1.805, -0.134], [0.148, 0.116, -2.625], [-1.762, -0.765, -0.069]], "atomic_forces_ev_per_a": [[-1.1, 0.6, -0.3], [0.8, -0.2, -0.4], [0.5, -0.9, 1.4], [0.1, 1.1, -0.7], [0.9, -1.2, 1.0], [1.2, -0.8, -0.1], [-0.1, -0.1, 0.3], [-0.7, 0.2, -0.4], [-0.3, 0.5, 0.4], [-0.2, -0.3, 0.2], [0.1, -0.3, -0.2], [-0.1, -0.4, -0.4], [-0.1, 0.1, -0.5], [-1.0, 1.0, 0.1], [0.0, 0.7, -0.5]], "nbo_charge": [-0.344, -0.435, -0.324, -0.421, -0.279, 0.131, 0.227, 0.217, 0.231, 0.225, 0.227, 0.195, 0.230, -0.046, 0.165], "e_homo_ev": -8.3, "total_charge": 0, "multiplicity": 1}


Record 4
{"formula": "C5H8S2", "method": "wB97M-V/def2-TZVPD", "symbols": ["C", "C", "C", "C", "C", "H", "H", "H", "H", "H", "H", "H", "H", "S", "S"], "positions_angstrom": [[2.546, -0.545, 0.835], [0.032, -0.412, -0.941], [-2.501, -0.464, 0.051], [-0.116, 0.964, -0.473], [-0.177, 2.199, -0.203], [2.649, 0.543, 1.115], [2.062, -1.010, 1.716], [3.649, -0.645, 0.433], [-0.210, -0.661, -1.937], [-3.347, -1.373, 0.113], [-2.705, 0.395, 1.068], [-2.638, 0.449, -0.936], [-0.083, 3.138, 0.003], [1.910, -0.920, -0.780], [-1.071, -1.658, -0.065]], "atomic_forces_ev_per_a": [[1.6, 2.2, -0.3], [1.8, -0.8, 2.6], [-3.1, 1.5, 0.4], [-0.2, 5.2, 0.4], [0.1, -11.0, -2.3], [-0.8, -0.7, -0.7], [1.0, -0.6, -0.7], [-1.6, -0.9, 1.9], [0.1, 0.6, -1.4], [1.5, 3.2, -0.4], [1.2, -3.2, -2.8], [0.4, -3.6, 2.7], [0.3, 5.1, 1.2], [-2.0, 0.2, -0.8], [-0.2, 2.8, 0.2]], "nbo_charge": [-0.798, -0.497, -0.840, -0.032, -0.192, 0.225, 0.241, 0.260, 0.252, 0.241, 0.243, 0.255, 0.207, 0.216, 0.221], "e_homo_ev": -8.8, "total_charge": 0, "multiplicity": 1}


Record 5
{"formula": "C5H8S2", "method": "wB97M-V/def2-TZVPD", "symbols": ["C", "C", "C", "C", "C", "H", "H", "H", "H", "H", "H", "H", "H", "S", "S"], "positions_angstrom": [[2.985, -0.992, 0.061], [0.929, 0.680, -0.105], [-0.518, 0.855, -0.015], [-1.502, -0.057, -0.440], [-2.955, 0.216, 0.089], [3.364, -0.203, -0.683], [3.449, -1.949, -0.323], [3.207, -0.701, 1.078], [-1.090, 1.833, 0.441], [-1.270, -1.133, -0.660], [-2.921, -0.359, 1.330], [-3.926, -0.450, -0.538], [-3.075, 1.452, -0.065], [1.237, -1.087, -0.074], [2.086, 1.896, -0.097]], "atomic_forces_ev_per_a": [[1.6, -0.2, -2.3], [0.4, 0.0, 0.4], [-4.5, 0.7, -0.6], [0.8, 0.6, 2.8], [-1.0, -1.1, -0.1], [-0.5, -1.0, 1.3], [-0.5, 0.8, 1.0], [0.6, -0.2, 0.1], [2.3, -2.1, -1.2], [-0.1, 1.3, -0.4], [-0.4, 2.4, -3.8], [3.3, 2.3, 1.9], [-0.3, -3.6, 1.2], [0.0, 1.2, -0.2], [-1.6, -1.3, 0.0]], "nbo_charge": [-0.795, -0.291, -0.304, -0.140, -0.679, 0.257, 0.240, 0.235, 0.231, 0.217, 0.244, 0.236, 0.242, 0.321, -0.015], "e_homo_ev": -8.7, "total_charge": 0, "multiplicity": 1}


Record 6
{"formula": "C5H9AlMgO4", "method": "wB97M-V/def2-TZVPD", "symbols": ["O", "C", "C", "O", "C", "Mg", "H", "H", "H", "H", "H", "H", "H", "O", "C", "C", "O", "Al", "H", "H"], "positions_angstrom": [[-1.145, 0.952, -1.145], [-0.004, 1.126, -1.896], [1.211, 0.460, -1.269], [0.853, -0.846, -0.806], [0.664, -1.821, -1.827], [0.789, -1.404, 1.214], [0.288, 2.170, -2.121], [-0.170, 0.654, -2.886], [1.591, 1.036, -0.413], [2.039, 0.389, -1.993], [0.674, -2.825, -1.387], [-0.316, -1.675, -2.301], [1.473, -1.747, -2.568], [-2.383, 1.587, 2.287], [-1.944, 1.209, 3.421], [-0.807, 0.197, 3.307], [-0.342, -0.043, 2.005], [-1.343, 0.706, 0.624], [-1.153, -0.719, 3.826], [0.024, 0.595, 3.926]], "atomic_forces_ev_per_a": [[-0.9, 0.0, 3.3], [1.3, -0.3, -1.6], [0.2, 0.4, -0.5], [0.4, 0.0, 1.2], [-0.4, -0.5, -0.9], [0.6, -0.7, 0.0], [-0.5, -0.2, 0.4], [0.0, 0.2, 0.4], [-0.2, -0.2, 0.1], [-0.3, 0.0, 0.2], [0.1, 0.3, 0.1], [0.3, 0.0, 0.0], [-0.3, 0.0, 0.2], [1.0, -1.0, -0.7], [-0.3, 0.1, -1.6], [0.1, 0.3, 2.0], [-0.2, 0.0, -2.4], [-0.7, 1.4, 0.7], [0.1, 0.3, -0.5], [-0.4, -0.1, -0.4]], "nbo_charge": [-0.966, -0.092, -0.113, -0.677, -0.278, 1.036, 0.205, 0.192, 0.197, 0.222, 0.216, 0.206, 0.211, -0.725, 0.366, -0.251, -1.125, 1.915, 0.231, 0.231], "e_homo_ev": [-10.6, -11.5], "s2": 0.751, "total_charge": 1, "multiplicity": 2}


Record 7
{"formula": "C5H9B", "method": "wB97M-V/def2-TZVPD", "symbols": ["C", "B", "C", "C", "C", "C", "H", "H", "H", "H", "H", "H", "H", "H", "H"], "positions_angstrom": [[2.203, -0.037, -0.256], [0.610, 0.011, -0.113], [-0.395, -1.128, 0.146], [-1.805, -0.708, -0.236], [-1.891, 0.660, -0.172], [-0.168, 1.248, 0.228], [2.539, 0.854, 0.123], [2.523, -0.348, -1.218], [2.291, -0.820, 0.465], [-0.159, -2.127, -0.267], [-0.312, -1.226, 1.274], [-2.523, -1.394, -0.425], [-2.593, 1.339, -0.418], [-0.268, 1.540, 1.276], [-0.053, 2.136, -0.406]], "atomic_forces_ev_per_a": [[-3.5, -1.5, 0.0], [1.0, -0.2, 0.3], [-0.2, -2.6, -0.1], [3.0, 5.2, 1.4], [5.9, -3.5, 0.9], [-5.0, 1.3, -1.3], [1.4, 2.1, 0.5], [0.7, -0.2, -0.7], [1.1, -0.8, 0.5], [0.0, 0.2, 0.3], [-0.1, -0.1, -0.8], [-2.4, -1.9, -0.7], [-2.5, 1.9, -0.6], [0.3, 0.0, 0.0], [0.3, 0.0, 0.4]], "nbo_charge": [-0.962, 0.874, -0.807, -0.196, -0.149, -0.806, 0.226, 0.246, 0.238, 0.220, 0.250, 0.200, 0.181, 0.256, 0.230], "e_homo_ev": -9.0, "total_charge": 0, "multiplicity": 1}


> The highest multiplicity belongs to which entry?

number 2